Below is 2 unconnected molecules or ions with the total composition C3H12N2O, with properties calculated with ωB97M-V/def2-TZVPD.

```
! RIJCOSX wB97M-V def2-TZVPD def2/J DEFGRID3
* xyz 0 1
N 0.17300 -1.72872 1.51851
C -0.98465 -0.97998 1.03660
C -0.64380 0.48393 0.81984
N -0.04007 0.70760 -0.49757
C -0.07635 2.11238 -0.90781
H 1.02570 -1.34778 1.13105
H 0.11684 -2.69832 1.21533
H -1.39541 -1.40345 0.11063
H -1.77683 -1.04148 1.77712
H -1.53732 1.09831 0.96796
H 0.11567 0.71179 1.57822
H -0.51413 0.14154 -1.18982
H -0.96704 2.63347 -0.54219
H 0.84848 2.58953 -0.60810
H -0.08352 2.17426 -2.00252
H 1.39781 -0.96287 -0.89550
H 2.18611 -1.07197 -2.20582
O 2.15551 -1.41825 -1.30588
*
```

Properties
HOMO-LUMO gap in eV: 10.02
Relative energy (zero: lowest compared OMol25 entry of this formula, charge and spin) in kJ/mol: 42.78



Below is 2 unconnected molecules or ions with the total composition C3H8NO3, with properties calculated with ωB97M-V/def2-TZVPD.

```
! RIJCOSX wB97M-V def2-TZVPD def2/J DEFGRID3
* xyz -1 1
C 0.06219 1.45653 1.52681
N 0.23358 0.00831 1.37995
C -0.95797 -0.75295 1.14375
O -1.85878 -0.22822 0.14085
H -0.44179 1.84155 0.60531
H 1.01713 1.96799 1.78062
H -0.62800 1.61489 2.37806
H 0.90217 -0.16735 0.60479
H -1.52899 -0.79026 2.06405
H -0.76203 -1.79066 0.92526
O 1.86410 0.02058 -0.86892
C 1.06156 -0.35126 -1.76301
O -0.18588 -0.27068 -1.79313
H 1.53053 -0.93476 -2.62260
H -1.27424 -0.08690 -0.67078
*
```

Properties
HOMO-LUMO gap in eV: 8.64
Relative energy (zero: lowest compared OMol25 entry of this formula, charge and spin) in kJ/mol: 98.18



Below is a gas-phase ion, C3H9N2S (charge -1), with properties calculated with ωB97M-V/def2-TZVPD.

```
! RIJCOSX wB97M-V def2-TZVPD def2/J DEFGRID3
* xyz -1 1
C -0.21805 -0.18775 -0.06858
C -0.35519 0.51243 -1.42137
S -1.87573 -0.07889 -2.26386
N 0.83072 0.38957 0.80330
C 1.28580 -0.52294 1.82549
N 1.97022 0.05636 2.96033
H 0.07411 -1.23207 -0.25463
H -1.18694 -0.15113 0.42472
H -0.47045 1.59355 -1.30122
H 0.59483 0.36005 -1.94744
H 1.56663 0.83514 0.28011
H 0.40465 -1.07030 2.14324
H 1.96448 -1.28200 1.39131
H 2.57455 0.80353 2.61127
H 1.33635 0.53337 3.58899
*
```

Properties
HOMO-LUMO gap in eV: 6.06
Relative energy (zero: lowest compared OMol25 entry of this formula, charge and spin) in kJ/mol: 68.93



Below is a molecular structure, C6H10O, with properties calculated with ωB97M-V/def2-TZVPD.

```
! RIJCOSX wB97M-V def2-TZVPD def2/J DEFGRID3
* xyz 0 1
C 2.03681 0.42453 0.16063
C 0.58901 0.04140 -0.01648
C -0.04312 -1.29512 0.42522
C -0.93958 -0.90888 -0.75625
C -1.71473 0.31828 -0.24769
C -0.49682 1.07782 0.33836
O 0.21755 -0.30180 -1.38628
H 2.37824 0.93544 -0.74518
H 2.67796 -0.44581 0.32658
H 2.16117 1.11326 1.00231
H -0.47976 -1.38479 1.42573
H 0.60458 -2.14033 0.18190
H -1.45722 -1.63672 -1.38393
H -2.47289 0.06162 0.49933
H -2.19420 0.85465 -1.07046
H -0.30281 2.02683 -0.17045
H -0.56420 1.25963 1.41667
*
```

Properties
HOMO-LUMO gap in eV: 10.67
Relative energy (zero: lowest compared OMol25 entry of this formula, charge and spin) in kJ/mol: 67.25



Below is a molecular structure, C20H42B2Br3Cl5CsF7KN2O5, with properties calculated with ωB97M-V/def2-TZVPD.

```
! RIJCOSX wB97M-V def2-TZVPD def2/J DEFGRID3
* xyz -1 1
C -2.13654 1.70601 -1.72673
C -1.96369 3.17159 -2.14545
C -0.56681 3.56861 -2.56774
O 0.29254 3.85756 -1.47195
C 1.15863 2.78542 -1.12054
C 0.80502 2.27472 0.27149
C 1.52540 2.98110 1.39488
B 3.15744 3.04976 1.35451
N 4.07154 2.32161 0.55939
O 3.75712 3.95939 2.32962
N 1.10930 2.40571 2.74298
C 1.28714 0.92673 2.83981
C 0.42299 0.27420 1.77174
C 0.35472 -1.23632 1.93840
C -0.55198 -1.68940 3.07945
C -2.03058 -1.35570 2.84824
C -2.50389 -0.20592 3.71217
O -3.84794 0.20662 3.34703
C 0.79183 0.73827 0.36629
C 2.04402 0.09391 -0.18985
C 1.73263 -0.98614 -1.15290
O 0.75256 -1.55284 -1.34605
Cl 3.22550 -1.21460 -2.19708
H -1.45084 1.04203 -2.25894
H -3.14788 1.36389 -1.92099
H -1.99347 1.62159 -0.65116
H -2.32258 3.84024 -1.36632
H -2.61919 3.34162 -2.99816
H -0.13609 2.86101 -3.27064
H -0.67698 4.50578 -3.11151
H 1.06606 1.95111 -1.81205
H 2.16611 3.18431 -1.21060
H -0.24780 2.53338 0.39538
H 1.16718 4.01660 1.40551
H 3.94345 2.39302 -0.45265
H 4.20780 1.35728 0.82744
H 3.93365 3.38358 3.07830
H 0.13992 2.68352 2.90112
H 1.65623 2.85423 3.45726
H 2.33375 0.62251 2.81194
H 0.86019 0.65533 3.85718
H -0.57976 0.67752 1.95646
H -0.07131 -1.65847 1.03550
H 1.32652 -1.69421 2.12899
H -0.21686 -1.31552 4.03829
H -0.45848 -2.76793 3.05944
H -2.68975 -2.18689 3.08010
H -2.21529 -1.04485 1.81689
H -1.85327 0.65744 3.62167
H -2.48683 -0.49926 4.75396
H -3.73943 0.94895 2.75308
H -0.02891 0.45935 -0.28904
H 2.67737 -0.32821 0.59033
H 2.67682 0.76126 -0.75688
Cl 2.31615 -3.90432 -6.58366
C 2.20868 -4.12314 -4.82319
C 3.05193 -5.27205 -4.34683
Cl 2.41208 -6.84666 -4.88074
H 1.16207 -4.25710 -4.56181
H 2.55489 -3.18742 -4.37839
H 3.06181 -5.28198 -3.25838
H 4.07889 -5.19087 -4.69775
O -6.50257 0.20325 2.21610
H -6.86701 1.08811 2.29275
H -5.60252 0.27337 2.57501
F -0.10515 -0.21377 -2.93367
K 2.52446 4.09647 4.41120
C -0.99937 -0.27335 -5.82360
Br -0.11631 1.41708 -5.82656
Br -2.55812 -0.29785 -6.95289
Br 0.23864 -1.68388 -6.30862
H -1.30055 -0.48014 -4.79791
B 4.44129 2.46108 -3.44042
F 3.23195 2.25503 -4.11483
F 5.38643 1.50226 -3.84468
F 4.92424 3.73904 -3.71808
F 4.21472 2.33918 -2.02759
Cs 2.92772 -1.90153 -5.43131
F 1.57705 -3.60992 2.85414
F 0.12696 0.67572 5.22091
Cl -3.05970 -4.05371 4.37529
C -4.77487 -3.78038 3.99619
C -5.54924 -5.06537 3.86990
Cl -5.07863 -6.00822 2.43072
H -4.82481 -3.19246 3.08202
H -5.18960 -3.18653 4.80905
H -6.60996 -4.84253 3.76811
H -5.40883 -5.69795 4.74191
*
```

Properties
HOMO-LUMO gap in eV: 3.35



Below is a molecular structure, C21H12Cl3N3O7SiSnTe, with properties calculated with ωB97M-V/def2-TZVPD.

```
! RIJCOSX wB97M-V def2-TZVPD def2/J DEFGRID3
* xyz -2 1
Sn 0.70090 2.85516 -1.71502
C -2.59114 -5.37770 0.88600
O -1.34195 -4.77120 0.66106
C -0.87368 -3.93114 1.63512
C -1.47072 -3.76685 2.87681
C -0.89563 -2.91863 3.81225
C 0.25948 -2.19612 3.52683
C 0.83739 -2.35897 2.25674
C 0.28562 -3.22109 1.33419
N 0.86525 -1.49568 4.59129
N 1.55591 -0.45581 4.45171
C 1.64587 0.28290 3.28123
C 2.88314 0.89230 3.05038
C 3.19266 1.51943 1.86295
C 2.23950 1.66469 0.83045
O 2.51441 2.19450 -0.28657
C 0.89842 1.18358 1.12690
N -0.04221 1.43643 0.20283
C -1.28090 1.04093 0.38431
C -1.67910 0.38266 1.55167
C -0.74271 0.11997 2.51875
C 0.60411 0.48860 2.32157
H -2.83339 -5.91991 -0.02527
H -3.36936 -4.63263 1.07883
H -2.55712 -6.08133 1.72512
H -2.37561 -4.30013 3.13591
H -1.35026 -2.79749 4.78808
H 1.72951 -1.80704 1.99351
H 0.72786 -3.33730 0.35281
H 3.63418 0.77535 3.82364
H 4.18438 1.91034 1.67601
H -1.98101 1.28470 -0.40868
H -2.71563 0.10494 1.68719
H -1.03918 -0.35514 3.44318
O -1.43116 4.45292 -7.46783
C -1.01162 4.08810 -6.39089
C 0.40317 4.21782 -5.89688
O 1.34626 4.67232 -6.52350
C 0.39827 3.68402 -4.53819
C -0.89571 3.23337 -4.18686
O -1.15638 2.72648 -3.04519
C -1.81489 3.42219 -5.30641
O -2.99142 3.10650 -5.37934
O 1.39297 3.60410 -3.73830
Cl 1.39001 -1.10156 -1.23160
Si 1.33707 0.42180 -2.66697
Cl 0.01362 -0.29453 -4.08181
Cl 3.18078 0.26937 -3.56983
Te 0.22004 5.08478 -0.40818
*
```

Properties
HOMO-LUMO gap in eV: 5.71
Relative energy (zero: lowest compared OMol25 entry of this formula, charge and spin) in kJ/mol: 42.62



What did the third record say?
Below is a gas-phase ion, C3H9N2S (charge -1), with properties calculated with ωB97M-V/def2-TZVPD.

```
! RIJCOSX wB97M-V def2-TZVPD def2/J DEFGRID3
* xyz -1 1
C -0.21805 -0.18775 -0.06858
C -0.35519 0.51243 -1.42137
S -1.87573 -0.07889 -2.26386
N 0.83072 0.38957 0.80330
C 1.28580 -0.52294 1.82549
N 1.97022 0.05636 2.96033
H 0.07411 -1.23207 -0.25463
H -1.18694 -0.15113 0.42472
H -0.47045 1.59355 -1.30122
H 0.59483 0.36005 -1.94744
H 1.56663 0.83514 0.28011
H 0.40465 -1.07030 2.14324
H 1.96448 -1.28200 1.39131
H 2.57455 0.80353 2.61127
H 1.33635 0.53337 3.58899
*
```

Properties
HOMO-LUMO gap in eV: 6.06
Relative energy (zero: lowest compared OMol25 entry of this formula, charge and spin) in kJ/mol: 68.93



- Among the records above, which one has the lowest HOMO-LUMO gap?
  C20H42B2Br3Cl5CsF7KN2O5